(1)
Below is a structure of composition C3H3O3Tb, with properties calculated with wB97M-V/def2-TZVPD.

CARTESIAN COORDINATES (ANGSTROEM)
O  2.605  -0.010  -0.296
O  -1.089  1.191  -0.567
C  -2.058  0.522  0.029
C  -1.990  -0.763  0.441
O  4.682  -0.855  0.106
C  3.863  0.019  -0.004
Tb  1.047  1.435  -0.987
H  -2.981  1.090  0.234
H  -1.286  -1.463  -0.017
H  -2.792  -1.167  1.061

* net charge: +1
* 2S+1: 8
* E_HOMO (spin up / spin down): -11.53 / -11.55 eV
* <S²>: 16.02
* strongest force on any atom: 7.67 eV Å⁻¹
* ΔE to the lowest compared entry with this formula, charge and spin: 44.6 kcal per mole
* gap between HOMO and LUMO (spin up / spin down): 4.73 / 3.94 eV
* lowest unoccupied orbital energy (spin up / spin down): -6.8 / -7.6 eV

Formally, the Löwdin partial charges of the atoms, in units of the elementary charge, are as follows: -0.238 -0.489 -0.392 0.001 0.244 -0.182 1.836 0.114 0.050 0.056



(2)
Below is a cluster of 2 separate species, C2H2FNO2 in total, with properties calculated with wB97M-V/def2-TZVPD.

CARTESIAN COORDINATES (ANGSTROEM)
C  0.949  -1.328  2.261
C  -0.944  0.871  -1.610
N  -0.337  0.163  -0.777
O  1.248  -2.432  2.213
O  0.642  -0.229  2.324
F  0.928  0.639  -0.452
H  -0.561  1.784  -2.059
H  -1.925  0.533  -1.901

* net charge: 0
* structure (SMILES): O=C=O.C=NF
* 2S+1: 1
* E_HOMO: -11.47 eV
* strongest force on any atom: 1.75 eV Å⁻¹
* ΔE to the lowest compared entry with this formula, charge and spin: 44.5 kcal per mole
* gap between HOMO and LUMO: 12.30 eV
* lowest unoccupied orbital energy: 0.8 eV

Formally, the natural (NBO) partial charges of the atoms, in units of the elementary charge, are as follows: 1.024 -0.136 -0.003 -0.518 -0.507 -0.259 0.192 0.207



(3)
Below is a structure of composition C42H69P4PtSi, with properties calculated with wB97M-V/def2-TZVPD.

CARTESIAN COORDINATES (ANGSTROEM)
Pt  0.002  -0.380  -0.077
C  0.793  -0.918  4.957
C  0.994  -0.942  3.440
C  2.475  -0.824  3.068
P  0.008  0.207  2.357
C  -1.631  0.544  3.165
C  -1.625  1.434  4.412
C  -2.429  -0.739  3.413
C  0.764  1.871  2.454
C  1.324  2.382  3.628
C  1.805  3.682  3.678
C  1.718  4.496  2.554
C  1.178  3.990  1.383
C  0.704  2.675  1.310
Si  0.030  1.942  -0.287
C  -1.648  2.702  -0.608
C  -1.847  4.089  -0.628
C  -3.084  4.626  -0.950
C  -4.144  3.779  -1.260
C  -3.960  2.405  -1.237
C  -2.713  1.863  -0.911
P  -2.402  0.064  -0.913
C  -3.923  -0.684  -0.122
C  -4.980  -1.268  -1.057
C  -4.567  0.217  0.941
C  -2.443  -0.356  -2.742
C  -1.144  0.124  -3.394
C  -3.609  0.191  -3.572
C  1.108  2.346  -1.781
C  0.789  3.334  -2.719
C  1.556  3.503  -3.865
C  2.655  2.684  -4.090
C  2.984  1.699  -3.169
C  2.207  1.516  -2.023
P  2.524  0.236  -0.758
C  4.083  0.863  0.073
C  5.157  1.395  -0.872
C  3.784  1.943  1.110
C  3.058  -1.316  -1.639
C  2.262  -1.525  -2.921
C  4.543  -1.583  -1.879
H  1.330  -1.764  5.396
H  -0.255  -1.014  5.239
H  1.190  -0.013  5.417
H  0.653  -1.918  3.084
H  2.919  0.079  3.491
H  2.604  -0.791  1.984
H  3.029  -1.685  3.453
H  -2.122  1.111  2.370
H  -1.122  0.960  5.257
H  -2.661  1.625  4.709
H  -1.159  2.399  4.225
H  -1.845  -1.496  3.941
H  -2.783  -1.176  2.483
H  -3.301  -0.512  4.031
H  1.383  1.770  4.519
H  2.236  4.063  4.596
H  2.080  5.517  2.592
H  1.157  4.622  0.497
H  -1.028  4.758  -0.378
H  -3.226  5.700  -0.962
H  -5.112  4.188  -1.520
H  -4.794  1.758  -1.487
H  -3.494  -1.527  0.411
H  -5.645  -1.905  -0.470
H  -4.551  -1.880  -1.851
H  -5.595  -0.488  -1.510
H  -5.306  0.885  0.497
H  -3.846  0.837  1.467
H  -5.083  -0.401  1.678
H  -2.466  -1.451  -2.770
H  -1.154  1.214  -3.504
H  -1.043  -0.311  -4.392
H  -0.269  -0.138  -2.806
H  -3.604  1.281  -3.575
H  -4.585  -0.154  -3.242
H  -3.480  -0.137  -4.607
H  -0.073  3.974  -2.557
H  1.294  4.269  -4.587
H  3.256  2.809  -4.982
H  3.839  1.061  -3.359
H  4.464  -0.018  0.600
H  4.820  2.302  -1.374
H  5.479  0.679  -1.624
H  6.031  1.656  -0.270
H  3.409  2.843  0.621
H  4.704  2.207  1.640
H  3.049  1.625  1.841
H  2.706  -2.049  -0.921
H  2.567  -0.831  -3.705
H  1.200  -1.384  -2.741
H  2.415  -2.543  -3.289
H  4.944  -0.972  -2.689
H  4.661  -2.629  -2.179
H  5.153  -1.430  -0.988
C  -1.882  -4.572  1.495
C  -1.394  -3.151  1.197
P  -0.140  -2.869  -0.126
C  -1.012  -3.749  -1.491
C  -0.504  -3.550  -2.918
C  1.070  -4.129  0.474
C  2.299  -4.477  -0.372
H  -2.702  -4.526  2.216
H  -1.102  -5.192  1.938
H  -2.261  -5.077  0.605
H  -0.984  -2.705  2.100
H  -2.228  -2.531  0.908
H  -2.050  -3.407  -1.430
H  -1.003  -4.811  -1.239
H  -0.502  -2.497  -3.199
H  -1.153  -4.081  -3.617
H  0.505  -3.939  -3.050
H  0.474  -5.031  0.609
H  1.382  -3.798  1.470
H  2.051  -4.605  -1.428
H  2.726  -5.417  -0.020
H  3.083  -3.728  -0.291

* net charge: +1
* 2S+1: 1
* E_HOMO: -9.36 eV
* strongest force on any atom: 1.36 eV Å⁻¹
* ΔE to the lowest compared entry with this formula, charge and spin: 0.0 kcal per mole
* gap between HOMO and LUMO: 7.26 eV
* lowest unoccupied orbital energy: -2.1 eV

These are the Löwdin partial charges, in e, on atoms 1 to 99: 0.374 -0.095 -0.526 -0.114 0.965 -0.512 -0.087 -0.105 -0.396 -0.105 -0.054 -0.061 -0.100 -0.295 0.482 -0.278 -0.085 -0.057 -0.054 -0.095 -0.369 1.029 -0.508 -0.100 -0.101 -0.515 -0.138 -0.099 -0.280 -0.080 -0.061 -0.057 -0.095 -0.375 1.052 -0.505 -0.101 -0.108 -0.541 -0.116 -0.103 0.088 0.056 0.068 0.068 0.075 0.033 0.089 0.074 0.070 0.087 0.069 0.068 0.038 0.090 0.093 0.112 0.112 0.107 0.099 0.111 0.112 0.100 0.045 0.091 0.071 0.070 0.076 0.054 0.091 0.081 0.084 0.095 -0.003 0.075 0.050 0.090 0.095 0.110 0.111 0.100 0.100 0.081 0.049 0.093 0.080 0.097 0.031 0.027 0.077 0.009 0.084 0.072 0.086 0.072 -0.118 -0.433 0.840 -0.378



(4)
Below is a structure of composition C28H39As2CaN6O10SSbSe4, with properties calculated with wB97M-V/def2-TZVPD.

CARTESIAN COORDINATES (ANGSTROEM)
Ca  0.281  0.080  1.581
Se  -4.922  -0.291  3.405
Sb  -3.201  -0.817  1.786
Se  -2.136  1.301  0.898
Se  -1.213  -1.933  2.893
Se  -3.916  -2.138  -0.145
N  -0.158  -1.880  -0.389
C  -0.095  -2.314  -1.785
C  0.990  -3.356  -1.978
C  2.401  -2.970  -1.543
C  3.084  -1.868  -2.336
N  2.560  -0.535  -2.047
H  -0.173  -2.687  0.232
H  -1.100  -1.502  -0.250
H  0.112  -1.441  -2.408
H  -1.053  -2.745  -2.103
H  0.998  -3.654  -3.033
H  0.700  -4.249  -1.410
H  3.026  -3.865  -1.638
H  2.402  -2.696  -0.485
H  2.954  -2.066  -3.407
H  4.165  -1.942  -2.137
H  3.140  0.178  -2.463
H  2.517  -0.354  -1.045
N  7.286  5.344  0.909
C  6.217  4.458  1.093
C  5.111  4.501  0.248
C  4.040  3.649  0.455
C  4.070  2.737  1.501
C  5.154  2.706  2.368
C  6.220  3.563  2.164
S  2.684  1.666  1.723
O  2.434  1.513  3.145
O  1.592  2.270  0.977
N  2.858  0.237  1.049
C  3.692  -0.700  1.592
N  3.363  -1.976  1.310
C  4.139  -2.922  1.803
C  5.256  -2.654  2.584
C  5.511  -1.315  2.812
N  4.757  -0.338  2.331
H  7.384  5.678  -0.036
H  8.164  5.010  1.275
H  5.083  5.215  -0.567
H  3.164  3.698  -0.176
H  5.152  2.004  3.188
H  7.066  3.544  2.842
H  3.852  -3.943  1.567
H  5.878  -3.438  2.990
H  6.364  -1.006  3.411
C  -4.572  1.076  -5.756
O  -3.361  0.482  -6.217
C  -2.158  0.943  -5.809
O  -1.165  0.363  -6.145
C  -2.103  2.129  -4.885
C  -2.381  3.368  -5.313
As  -2.149  5.128  -4.293
C  -3.922  5.404  -3.477
C  -1.217  4.095  -2.924
C  -1.870  3.067  -2.339
As  -1.234  1.433  -3.183
C  -2.519  0.020  -2.805
C  -3.156  3.246  -1.604
O  -3.320  4.146  -0.820
O  -4.050  2.298  -1.872
C  -5.140  2.183  -0.936
C  0.209  3.962  -3.335
O  0.656  4.347  -4.393
O  0.965  3.456  -2.351
C  2.293  3.110  -2.736
C  -2.577  3.544  -6.797
O  -1.780  3.164  -7.608
O  -3.669  4.208  -7.264
C  -4.779  4.502  -6.431
H  -5.324  0.293  -5.805
H  -4.863  1.896  -6.413
H  -4.492  1.433  -4.730
H  -4.466  6.108  -4.102
H  -3.751  5.854  -2.502
H  -4.510  4.499  -3.345
H  -3.545  0.300  -3.012
H  -2.456  -0.243  -1.748
H  -2.218  -0.841  -3.402
H  -5.579  1.207  -1.121
H  -5.858  2.987  -1.103
H  -4.751  2.224  0.079
H  2.707  2.563  -1.893
H  2.880  4.004  -2.948
H  2.269  2.482  -3.627
H  -5.678  4.259  -6.998
H  -4.787  5.565  -6.192
H  -4.767  3.920  -5.512

* net charge: -2
* 2S+1: 1
* E_HOMO: -1.76 eV
* strongest force on any atom: 0.74 eV Å⁻¹
* ΔE to the lowest compared entry with this formula, charge and spin: 18.4 kcal per mole
* gap between HOMO and LUMO: 5.01 eV
* lowest unoccupied orbital energy: 3.3 eV

Formally, the Löwdin partial charges of the atoms, in units of the elementary charge, are as follows: 0.776 -0.332 -0.356 -0.053 -0.235 -0.242 -0.046 -0.301 -0.209 -0.230 -0.293 0.020 0.029 -0.066 0.079 0.097 0.105 0.107 0.101 0.061 0.103 0.093 0.047 0.025 0.080 -0.328 -0.030 -0.053 -0.274 -0.064 -0.036 0.522 -0.317 -0.388 -0.181 -0.455 0.120 -0.133 -0.076 -0.146 0.124 0.080 0.079 0.109 0.091 0.100 0.105 0.111 0.086 0.102 -0.041 -0.012 -0.564 0.118 -0.254 -0.272 1.330 -0.324 -0.346 -0.292 1.398 -0.311 -0.647 0.088 -0.117 -0.035 -0.633 0.047 -0.073 -0.054 -0.525 0.142 -0.047 -0.097 0.099 0.076 0.082 0.001 0.024 0.024 0.017 -0.065 0.032 0.093 0.088 0.052 0.068 0.094 0.098 0.095 0.079 0.061



What is the formula in the fourth record?
C28H39As2CaN6O10SSbSe4



What is the ΔE to the lowest compared entry with this formula, charge and spin in the fourth record?
18.4 kcal per mole



Among the records above, which one has the highest 2S+1?
C3H3O3Tb



Look up the strongest force on any atom of the fourth one.
0.74 eV Å⁻¹